C24H72N4O12 | ωB97M-V/def2-TZVPD

Last column: Löwdin charge in e.
CARTESIAN COORDINATES (ANGSTROEM)
N1 -1.706 2.233 1.004  0.144
C1 -0.805 3.000 0.443  -0.667
N2 -0.145 3.783 1.225  0.169
O1 -0.794 3.224 -0.873  -0.079
H1 -2.423 1.709 0.457  0.072
H2 -1.906 2.330 2.019  0.141
H3 0.353 4.608 0.755  0.167
H4 0.082 3.707 2.185  0.084
N3 0.990 -1.728 -2.555  0.167
C2 1.311 -3.010 -2.584  -0.667
N4 2.558 -3.164 -2.816  0.163
O2 0.385 -3.969 -2.479  -0.088
H5 0.001 -1.482 -2.409  0.080
H6 1.716 -0.985 -2.535  0.072
H7 3.034 -4.066 -2.933  0.136
H8 3.048 -2.393 -3.296  0.118
C3 1.283 -4.392 0.940  -0.018
C4 -0.039 -3.646 1.188  -0.572
C5 -1.334 -4.474 1.145  -0.030
O3 -0.032 -2.835 2.199  0.001
H9 2.073 -3.639 0.819  0.051
H10 1.318 -5.116 0.150  0.067
H11 1.561 -4.971 1.832  0.082
H12 -0.083 -3.039 0.310  0.096
H13 -1.346 -5.320 1.920  0.120
H14 -1.559 -4.892 0.198  0.056
H15 -2.160 -3.798 1.240  0.047
H16 -0.395 -1.987 1.910  0.061
C6 1.419 1.456 -3.441  -0.026
C7 2.794 1.226 -2.762  -0.605
C8 2.872 1.726 -1.355  -0.033
O4 3.070 0.005 -2.855  -0.008
H17 1.302 0.925 -4.376  0.077
H18 1.260 2.529 -3.608  0.096
H19 0.525 1.176 -2.827  0.057
H20 3.531 1.869 -3.338  0.161
H21 3.847 1.603 -0.896  0.062
H22 2.164 1.256 -0.605  0.085
H23 2.643 2.794 -1.290  0.090
H24 3.968 -0.009 -2.584  0.122
C9 3.005 2.767 1.983  -0.016
C10 4.442 2.796 1.355  -0.644
C11 4.694 4.047 0.561  -0.038
O5 5.304 2.728 2.259  0.016
H25 2.695 3.828 1.974  0.079
H26 3.158 2.449 2.970  0.062
H27 2.387 2.243 1.288  0.035
H28 4.500 1.793 0.892  0.117
H29 4.628 4.952 1.223  0.110
H30 3.968 4.141 -0.203  0.043
H31 5.644 3.952 0.054  0.084
H32 5.101 3.369 2.944  0.120
C12 -4.607 1.096 0.889  -0.022
C13 -4.135 0.175 -0.193  -0.654
C14 -5.141 -0.061 -1.297  0.001
O6 -3.146 0.707 -0.719  -0.014
H33 -5.635 0.873 1.025  0.075
H34 -4.661 2.129 0.502  0.104
H35 -3.994 1.270 1.815  0.093
H36 -3.874 -0.802 0.213  0.123
H37 -5.831 -0.787 -0.883  0.095
H38 -4.717 -0.318 -2.259  0.087
H39 -5.599 0.838 -1.313  0.046
H40 -2.750 -0.014 -1.140  0.034
C15 -2.741 2.633 -5.665  0.003
C16 -1.958 1.337 -5.400  -0.653
C17 -1.800 1.010 -3.962  -0.072
O7 -2.242 0.278 -6.003  0.022
H41 -2.408 3.431 -5.063  0.062
H42 -3.759 2.426 -5.309  0.088
H43 -2.766 2.839 -6.743  0.086
H44 -0.893 1.366 -5.659  0.131
H45 -1.636 1.928 -3.379  0.100
H46 -1.110 0.266 -3.691  0.034
H47 -2.702 0.537 -3.536  0.081
H48 -1.633 -0.395 -5.624  0.137
C18 0.442 -0.400 5.600  -0.007
C19 1.220 -0.093 4.323  -0.630
C20 0.401 0.807 3.345  -0.022
O8 2.264 0.480 4.543  0.032
H49 0.693 0.231 6.441  0.078
H50 0.676 -1.459 5.893  0.106
H51 -0.570 -0.219 5.419  0.037
H52 1.510 -0.993 3.837  0.113
H53 -0.643 0.556 3.221  0.048
H54 0.844 0.967 2.385  0.024
H55 0.432 1.849 3.555  0.063
H56 2.962 -0.069 4.909  0.144
C21 -0.146 -0.184 -0.031  -0.093
O9 -1.115 -0.498 1.032  -0.164
H57 0.532 -0.997 -0.133  0.047
H58 0.407 0.651 0.348  0.043
H59 -0.565 0.052 -0.981  0.056
H60 -1.552 0.379 1.241  0.052
C22 -2.572 -2.564 -1.196  -0.158
O10 -2.122 -1.520 -1.953  -0.117
H61 -2.120 -3.540 -1.534  0.106
H62 -3.634 -2.749 -1.281  0.092
H63 -2.449 -2.344 -0.169  0.048
H64 -2.429 -1.635 -2.837  0.092
C23 2.993 -1.013 1.342  -0.174
O11 3.321 -1.942 2.324  -0.133
H65 3.951 -0.546 0.977  0.094
H66 2.242 -0.345 1.795  0.061
H67 2.487 -1.509 0.450  0.076
H68 4.047 -2.542 1.983  0.120
C24 -2.663 -1.788 3.673  -0.166
O12 -2.505 -3.147 4.036  -0.125
H69 -3.266 -1.774 2.729  0.087
H70 -1.785 -1.145 3.630  0.043
H71 -3.336 -1.379 4.388  0.067
H72 -2.127 -3.651 3.269  0.051

Computed properties:
SMILES string: NC(N)=O.NC(N)=O.CC(C)O.CC(C)O.CC(C)O.CC(C)O.CC(C)O.CC(C)O.CO.CO.CO.CO
Spin multiplicity: 1
Total energy, eV: -56576.4829
LUMO energy, eV: 0.1
F_max, Eh/bohr: 0.268
Gap between HOMO and LUMO, eV: 9.32
Relative energy (zero: lowest compared OMol25 entry of this formula, charge and spin), kcal/mol: 218.2

C24H72N6O9 | ωB97M-V/def2-TZVPD

Last column: Löwdin charge in e.
CARTESIAN COORDINATES (ANGSTROEM)
C1 -6.964 4.876 8.173  -0.192
O1 -6.683 3.658 7.672  -0.186
C2 -6.235 3.603 6.268  -0.141
C3 -5.884 2.149 5.821  -0.436
C4 -5.169 2.099 4.481  -0.060
N1 -7.150 1.540 5.650  0.012
H1 -6.076 5.475 8.370  0.083
H2 -7.504 4.841 9.119  0.090
H3 -7.573 5.546 7.566  0.084
H4 -7.082 3.972 5.690  0.118
H5 -5.426 4.330 6.201  0.116
H6 -5.374 1.643 6.641  0.143
H7 -4.670 1.180 4.173  0.075
H8 -4.369 2.837 4.416  0.071
H9 -5.882 2.332 3.691  0.077
H10 -7.645 2.124 4.992  0.068
H11 -7.728 1.518 6.478  0.079
C5 2.235 5.056 3.572  -0.103
O2 1.718 3.824 3.124  -0.180
C6 1.503 2.951 4.130  -0.245
C7 0.775 1.663 3.471  -0.359
C8 0.479 0.495 4.399  -0.086
N2 1.710 1.135 2.391  0.043
H12 3.257 4.979 3.944  0.087
H13 1.733 5.555 4.401  0.087
H14 2.286 5.768 2.748  0.087
H15 2.421 2.619 4.615  0.124
H16 0.880 3.301 4.954  0.123
H17 -0.170 2.071 3.112  0.121
H18 1.199 0.393 5.211  0.073
H19 0.348 -0.460 3.891  0.070
H20 -0.491 0.625 4.879  0.063
H21 1.205 0.982 1.529  0.053
H22 2.223 1.970 2.145  0.041
C9 2.054 -10.934 0.437  -0.089
O3 1.743 -9.923 -0.546  -0.207
C10 1.575 -8.656 0.063  -0.203
C11 1.437 -7.613 -1.061  -0.418
C12 0.300 -7.763 -2.085  -0.076
N3 2.538 -7.518 -2.011  0.024
H23 1.285 -10.928 1.209  0.082
H24 2.996 -10.753 0.957  0.080
H25 2.153 -11.870 -0.112  0.089
H26 0.773 -8.760 0.794  0.120
H27 2.500 -8.452 0.602  0.115
H28 1.331 -6.646 -0.569  0.130
H29 0.261 -6.811 -2.615  0.069
H30 -0.670 -7.955 -1.627  0.070
H31 0.590 -8.586 -2.739  0.077
H32 3.024 -8.398 -2.109  0.072
H33 3.232 -6.901 -1.614  0.067
C13 3.581 -1.401 -3.635  -0.104
O4 2.657 -1.843 -4.579  -0.205
C14 2.292 -3.181 -4.796  -0.205
C15 1.623 -3.204 -6.182  -0.420
C16 1.199 -4.619 -6.684  -0.061
N4 2.601 -2.779 -7.182  0.024
H34 3.162 -1.633 -2.656  0.084
H35 3.551 -0.318 -3.749  0.090
H36 4.609 -1.757 -3.712  0.087
H37 3.145 -3.834 -4.982  0.119
H38 1.700 -3.683 -4.031  0.122
H39 0.773 -2.522 -6.178  0.136
H40 2.067 -5.261 -6.531  0.071
H41 0.892 -4.542 -7.727  0.075
H42 0.374 -5.036 -6.106  0.067
H43 3.101 -2.087 -6.642  0.053
H44 3.336 -3.461 -7.305  0.065
C17 -1.399 2.209 -0.981  -0.075
O5 -1.525 0.889 -0.429  -0.207
C18 -2.508 0.091 -1.003  -0.232
C19 -2.317 -1.269 -0.334  -0.448
C20 -1.031 -2.033 -0.694  -0.041
N5 -3.516 -1.998 -0.723  0.034
H45 -2.323 2.583 -1.422  0.086
H46 -0.663 2.078 -1.775  0.086
H47 -0.958 2.915 -0.277  0.080
H48 -3.462 0.523 -0.703  0.120
H49 -2.577 0.059 -2.091  0.128
H50 -2.305 -1.161 0.751  0.132
H51 -0.208 -1.329 -0.570  0.073
H52 -1.108 -2.494 -1.678  0.081
H53 -0.928 -2.822 0.051  0.070
H54 -3.312 -2.949 -0.451  0.067
H55 -4.139 -1.605 -0.032  0.073
C21 3.764 5.003 -1.582  -0.094
O6 4.725 5.936 -2.061  -0.159
C22 4.479 7.273 -1.735  -0.250
C23 5.406 8.275 -2.369  -0.449
C24 6.856 8.156 -1.965  -0.082
N6 5.046 9.660 -2.000  0.043
H56 2.803 5.314 -1.992  0.087
H57 3.606 4.900 -0.509  0.076
H58 4.116 4.001 -1.826  0.089
H59 3.510 7.603 -2.110  0.125
H60 4.495 7.563 -0.684  0.127
H61 5.347 8.048 -3.433  0.137
H62 7.015 8.067 -0.891  0.081
H63 7.608 8.894 -2.246  0.085
H64 7.161 7.169 -2.313  0.079
H65 4.230 9.769 -1.415  0.060
H66 5.701 9.724 -1.233  0.047
O7 -2.315 0.952 -5.616  -0.054
H67 -2.724 1.468 -6.311  0.029
H68 -3.039 0.707 -5.041  0.016
O8 -5.774 -0.692 -3.752  -0.059
H69 -6.680 -1.002 -3.746  0.029
H70 -5.357 -1.152 -3.024  0.010
O9 -3.312 -5.589 2.354  -0.055
H71 -3.679 -5.069 3.069  0.028
H72 -2.387 -5.687 2.578  0.026

Computed properties:
SMILES string: COC[C@H](C)N.COC[C@H](C)N.COC[C@H](C)N.COC[C@H](C)N.COC[C@H](C)N.COC[C@H](C)N.O.O.O
Spin multiplicity: 1
Total energy, eV: -53417.0837
LUMO energy, eV: 0.2
F_max, Eh/bohr: 0.081
Gap between HOMO and LUMO, eV: 9.29
Relative energy (zero: lowest compared OMol25 entry of this formula, charge and spin), kcal/mol: 100.7